83
Properties=species:S:1:pos:R:3:forces:R:3 method="wB97M-V/def2-TZVPD" relative_energy_kcal_mol=12.6 orbital_gap_ev=7.1
Be -0.14018 0.76842 1.87029 0.8720 -0.7846 3.8170
C -1.86269 1.66237 -4.54063 -0.4816 -0.0601 -0.1021
C -1.99633 0.34971 -4.32202 -0.6222 0.5679 -0.8004
C -1.15556 -0.71648 -4.94266 0.3982 -0.2327 -0.0572
C 0.36069 -0.38981 -5.00392 0.2168 -0.3508 -0.6412
C 0.96269 0.40005 -3.88081 0.7807 -0.0053 0.0377
C 0.95008 1.73262 -3.74557 0.6313 -0.4720 -0.3603
C 0.53238 2.62380 -4.87641 -0.4562 0.3817 0.0041
C -0.86293 2.30621 -5.46309 -0.0668 0.0682 -0.4002
C 1.30400 1.03464 2.86372 -0.2645 1.0450 -0.4603
H -2.59151 2.36742 -4.13220 0.2133 -0.3986 0.1122
H -2.87104 -0.04143 -3.80134 0.1915 0.4239 0.0872
H -1.48593 -0.91667 -5.98013 0.0216 0.0834 0.3634
H -1.32087 -1.66669 -4.40872 0.1346 0.2822 -0.0389
H 0.88736 -1.36112 -5.05694 -0.1125 0.4824 -0.1819
H 0.54883 0.14748 -5.94289 0.0874 -0.2824 0.0824
H 1.65236 -0.21176 -3.29448 -0.5113 0.5239 0.2823
H 1.41264 2.23121 -2.89138 0.1485 -0.3665 -0.1150
H 1.25928 2.51866 -5.70026 -0.0899 -0.0063 0.3087
H 0.58279 3.68029 -4.58613 -0.0685 -0.2458 0.1259
H -1.28809 3.25637 -5.83113 0.0766 -0.4856 -0.0184
H -0.72163 1.63965 -6.32296 -0.1572 0.3059 0.0298
H 0.99121 1.67987 3.70074 0.2776 -0.1991 -0.0464
H 2.17650 1.50365 2.38911 0.1050 -0.1891 0.3588
H 1.59816 0.06282 3.29380 -0.1186 0.1616 -0.1104
P 1.60979 -0.28234 0.35965 2.5491 0.7844 -1.2438
P -0.97096 -1.07856 0.68184 -3.4511 -0.6663 -0.6789
N 2.75406 0.89041 -0.31525 -0.3851 0.2041 -0.1985
N 2.82792 -1.43701 0.84163 0.0443 -0.0670 0.7779
N -1.50364 0.41343 -0.20618 0.4010 -0.8512 0.0210
N -2.60108 -1.84600 0.91013 0.8072 -0.0189 0.2109
C 0.99251 -1.14203 -1.08902 0.1451 -0.2487 -0.6562
C -0.30362 -1.89329 -0.79707 -0.3071 -0.4851 -0.0456
C 2.71870 2.25900 -0.00089 0.6655 -0.3743 -0.4737
C 3.82144 2.86568 -0.57568 -0.6098 -0.5256 0.1588
C 4.54988 1.85847 -1.29325 -0.8985 -0.7779 0.3558
C 3.86437 0.65994 -1.13671 0.1241 0.9190 0.2738
C 3.82988 -1.14478 1.77806 -0.1884 -0.9591 -0.0491
C 4.45234 -2.32927 2.13486 -0.6971 0.7178 -0.5146
C 3.81665 -3.39084 1.40619 -0.5647 0.7922 -0.2886
C 2.82670 -2.82013 0.62225 0.4887 0.0598 0.6934
C -1.29751 1.73114 0.17321 -0.4363 -0.0291 -0.2384
C -2.10319 2.53815 -0.61639 0.4251 -0.0621 0.5674
C -2.80560 1.69423 -1.51647 0.3278 -0.8598 0.3252
C -2.38791 0.40048 -1.27233 0.0054 0.8342 0.2942
C -3.65048 -2.13263 0.03755 -0.5605 -0.5980 0.5712
C -4.64309 -2.82387 0.73020 1.1999 0.5883 -0.1671
C -4.18772 -2.97861 2.07948 0.9907 0.4357 -0.2782
C -2.93985 -2.37873 2.16216 -0.6342 -0.3535 -0.5604
H 1.75975 -1.77584 -1.53662 -0.0848 0.0507 -0.2111
H 0.75882 -0.34070 -1.78872 -0.0108 -0.0115 0.2245
H -1.00577 -1.82652 -1.63816 0.2431 -0.1632 0.1381
H -0.13128 -2.95502 -0.57393 -0.0969 0.2380 0.0602
H 1.91262 2.64471 0.61444 0.3422 -0.0200 -0.1528
H 4.08197 3.91352 -0.49138 -0.0819 -0.1950 -0.0126
H 5.47279 1.99340 -1.84032 -0.1660 -0.0380 0.0130
H 4.07293 -0.32708 -1.53358 -0.0027 0.1840 0.2188
H 3.98200 -0.12339 2.11044 -0.0036 -0.2813 -0.0942
H 5.26455 -2.40559 2.84264 -0.0533 -0.0620 -0.1148
H 4.04445 -4.44437 1.47513 -0.0005 0.1062 -0.1184
H 2.12102 -3.26561 -0.06679 0.2008 -0.0067 0.2039
H -0.55743 2.02691 0.95439 -0.6124 0.5355 -0.8397
H -2.18123 3.61632 -0.55859 0.1034 -0.1870 0.0333
H -3.52194 1.97743 -2.27804 0.2270 0.0395 0.2388
H -2.58644 -0.51543 -1.81283 -0.0418 0.4159 0.3336
H -3.62215 -1.84476 -1.00261 -0.0911 -0.1279 0.3132
H -5.57404 -3.18514 0.31492 0.1385 0.1094 0.0096
H -4.68723 -3.49187 2.89169 0.0546 0.1600 -0.1578
H -2.24649 -2.29334 2.98788 -0.2740 -0.0250 -0.1171
C -1.48648 0.56152 3.14255 -0.4144 0.0944 -1.2129
C -1.17022 0.22871 4.56142 0.3877 -0.0168 0.1154
C -1.25408 1.21281 5.57316 -0.0090 -0.5501 -0.0864
C -0.98710 0.89481 6.90682 0.1943 -0.2422 -0.2010
C -0.58825 -0.40650 7.25997 -0.1446 0.1057 -0.2963
C -0.52292 -1.39765 6.26935 0.0077 0.1958 -0.1614
C -0.79004 -1.08124 4.93222 -0.2080 0.4916 0.3209
H -1.97927 1.54616 3.09712 -0.2079 -0.2229 0.0775
H -2.19030 -0.19704 2.76362 -0.1866 0.6295 0.2998
H -1.56273 2.22490 5.28762 0.1068 -0.3700 0.1821
H -1.09740 1.67113 7.66982 0.1478 -0.3070 -0.2079
H -0.32282 -0.64115 8.29291 -0.2200 0.0414 -0.3023
H -0.27424 -2.43431 6.52373 0.0246 0.4656 0.0043
H -0.72282 -1.85381 4.15777 0.0854 0.2575 0.3670

13
Properties=species:S:1:pos:R:3:forces:R:3 method="wB97M-V/def2-TZVPD" relative_energy_kcal_mol=32.7 orbital_gap_ev=10.7 smiles="C=C[C@@H](O)CBr"
C 1.76385 0.07821 -0.47703 -1.4136 -0.5691 0.7399
C 0.69519 -0.23516 0.34026 0.4972 1.9212 -1.0281
C -1.77470 -0.66795 0.05532 0.6082 1.0588 0.7051
C -0.68529 0.47345 0.39498 -0.4136 -1.5844 -2.5419
O -0.91963 1.44341 -0.63904 -0.7032 -4.3689 -0.7612
Br -3.61029 0.03650 0.37413 0.7998 -0.4820 0.1206
H 2.55609 -0.64406 -0.55647 0.4273 -0.2426 0.6151
H 2.00648 0.91538 -1.18900 -1.4277 -0.6823 0.8930
H 0.69211 -1.00085 1.13730 0.6060 -0.0455 -0.9464
H -1.75139 -0.80579 -1.00886 0.1314 -0.0806 -0.4407
H -1.61995 -1.65174 0.54577 -0.2646 0.9075 0.0203
H -0.90811 0.89426 1.33813 -0.0881 0.3659 1.2443
H -0.67159 2.26651 -0.38638 1.2409 3.8020 1.3799

6
Properties=species:S:1:pos:R:3:forces:R:3 method="wB97M-V/def2-TZVPD" relative_energy_kcal_mol=107.2 orbital_gap_ev=7.6
C 1.46305 -0.33396 -0.35550 1.7824 2.3831 -1.0282
O -0.42284 1.34818 0.18554 -0.7410 2.0394 -3.5965
S 0.78608 -1.44446 -1.45363 -0.5134 -0.7003 1.4398
S 0.88972 -1.37300 0.77289 -0.9758 -1.9990 -0.3777
I -2.30188 0.87311 -0.12749 -0.8073 0.0312 -0.6436
H -0.41414 0.93014 0.97819 1.2552 -1.7544 4.2062

9
Properties=species:S:1:pos:R:3:forces:R:3 method="wB97M-V/def2-TZVPD" relative_energy_kcal_mol=56.4 orbital_gap_ev=9.6
N 1.61429 0.32629 -0.89843 -1.1368 -0.1387 0.3537
N -1.12814 0.54224 -0.73455 -1.1439 1.1866 0.5646
O -0.03115 -0.75417 1.70464 -0.0143 0.1568 -4.2860
P 0.27011 -0.31525 -0.49025 -1.2025 -0.9909 3.4620
Br -0.02976 -2.42075 -1.16546 -0.1886 0.9748 0.3050
H 2.27368 -0.44210 -0.86417 0.6314 0.0865 -0.1287
H -1.98604 0.22064 -0.28319 0.4885 -1.5137 -0.2869
H -1.29505 1.51101 -0.38575 1.7892 -0.4230 -0.7430
H 0.63814 -0.10160 1.86050 0.7770 0.6614 0.7592